Formula: C4H4N2O
Source: the Open Molecules 2025 dataset
Level of theory: wB97M-V/def2-TZVPD

Structure (XYZ):
```
11
Properties=species:S:1:pos:R:3:forces:R:3
N 2.699 -0.574 1.378 -0.62 0.06 -0.95
C 2.060 -0.570 0.413 0.61 -0.11 0.89
C 1.251 -0.569 -0.821 -0.26 -0.46 -0.24
O 0.295 -1.285 -0.948 0.82 0.06 -0.16
C -1.677 -0.024 0.228 -0.35 -0.12 0.10
C -0.772 1.088 0.271 -0.34 0.17 0.17
N -1.881 1.432 0.730 0.39 -0.17 -0.17
H 1.577 0.144 -1.595 0.04 -0.08 0.07
H 0.226 1.468 0.071 -0.22 0.30 0.14
H -2.164 -0.300 -0.706 0.03 0.13 0.21
H -1.615 -0.810 0.980 -0.09 0.23 -0.07
```
Forces are in eV/Å.

Results
SMILES   C1=NC1.N#CC=O
Energy   -339.433030 hartree
Energy above the lowest of the compared OMol25 structures with the same formula, charge and spin   390.3 kJ/mol
HOMO level   -10.377 eV
E_LUMO   -0.0396 hartree
Charge   0
Kohn-Sham gap   0.3417 Ha